*i*
DFT (ωB97M-V with the def2-TZVPD basis set) results for 2 unconnected molecules or ions with the total composition C3H7ClO.

```
12
C3H7ClO (ωB97M-V with the def2-TZVPD basis set)
H 0.25 2.03 0.60
H 0.14 -1.69 -1.82
H -0.45 -0.35 2.83
H -0.07 -1.70 0.20
C 0.37 0.78 0.81
H 1.35 0.41 1.28
C 0.24 0.43 -0.73
H -1.44 -0.94 -0.80
H 1.29 0.39 -1.22
O -0.86 0.14 1.40
C -0.37 -1.08 -0.85
Cl -0.45 1.58 -1.68
```

Highest occupied orbital energy ... -0.370 Ha
Total charge ... 0

=====

*ii*
DFT (ωB97M-V with the def2-TZVPD basis set) results for C3H7ClO in the gas phase.

```
12
C3H7ClO (ωB97M-V with the def2-TZVPD basis set)
H -1.74 1.71 -0.13
Cl -1.12 -0.93 -0.07
H 1.26 -0.72 1.45
C 1.23 0.04 0.59
H 1.76 0.96 0.90
H -0.50 1.39 -1.45
H -0.44 0.71 1.58
H 1.59 -1.26 -0.79
H -0.11 2.56 -0.07
O 1.90 -0.34 -0.59
C -0.67 1.63 -0.40
C -0.24 0.52 0.52
```

Highest occupied orbital energy ... -0.382 Ha
Total charge ... 0
Structure (SMILES) ... C[C@@H](Cl)CO

=====

*ii* takes first place; second place is 0.1924 hartree up.

=====

*i*
DFT (ωB97M-V with the def2-TZVPD basis set) results for a molecular structure, C11H22InNO3.

```
38
C11H22InNO3 (ωB97M-V with the def2-TZVPD basis set)
H 1.27 1.25 -1.56
H 1.62 -0.74 3.55
H 3.01 -2.11 2.09
H 0.74 -1.97 2.66
C 2.49 -1.25 1.67
N 0.06 -0.16 0.62
C 0.34 0.07 2.06
H -0.82 -0.15 3.89
H 0.42 2.26 1.67
C -3.54 1.66 -4.28
C -3.21 0.81 -3.13
H 0.70 1.76 3.34
H -1.64 0.80 2.66
C 1.84 0.60 -0.89
H 1.51 -2.63 0.37
H -0.20 -2.17 -1.23
H -0.35 -0.62 -2.09
H 2.22 1.21 -0.06
H -2.68 1.85 -4.93
C 1.06 -0.62 -0.33
H -0.29 1.24 -0.59
H -4.31 1.17 -4.88
O -2.67 1.23 -2.06
O -0.77 0.74 0.11
H -3.95 2.60 -3.91
H 1.12 -1.60 -2.23
O -3.47 -0.42 -3.07
H 2.76 0.29 -1.39
C -1.01 -0.07 2.82
H -1.51 -0.99 2.51
C 2.00 -1.66 0.28
C 0.87 1.49 2.29
H 2.83 -1.78 -0.42
H 1.94 1.57 2.10
In -3.25 -0.91 -0.33
C 0.34 -1.27 -1.54
C 1.27 -1.02 2.56
H 3.26 -0.48 1.69
```

Highest occupied orbital energy ... -0.585 Ha
Total charge ... +2

=====

*ii*
DFT (ωB97M-V with the def2-TZVPD basis set) results for a molecular structure, C11H22InNO3.

```
38
C11H22InNO3 (ωB97M-V with the def2-TZVPD basis set)
C 0.82 1.30 2.09
C -1.12 1.65 -0.46
C 0.08 0.16 1.38
H -2.38 -0.72 -1.33
H 0.72 2.19 1.47
H 1.88 2.30 0.01
H -1.81 1.26 1.63
H 0.59 -1.65 2.58
H -0.57 -0.59 3.26
H -0.72 2.64 -0.21
H -3.13 -1.13 0.19
H -2.14 1.79 -0.81
C -2.80 -1.55 -0.76
C -1.32 0.72 0.82
H -3.63 -2.05 -1.26
C -0.20 -0.95 2.31
C 1.60 -0.38 -2.18
H -0.99 -1.58 1.91
H 0.46 1.53 3.10
H 2.40 -0.24 1.32
H -0.85 0.13 -1.88
C -0.28 1.00 -1.55
C -1.74 -2.52 -0.30
H 1.87 0.17 -3.08
O -1.97 -3.72 0.06
H 3.13 1.43 -0.95
H 2.50 -0.94 -1.96
H -0.09 1.69 -2.37
H -1.90 -0.11 0.40
In 1.25 -2.82 -0.05
C 2.08 1.73 -0.90
H 1.91 2.37 -1.77
O -0.60 -2.03 -0.37
C 1.09 0.46 -1.03
N 0.92 -0.32 0.28
H 0.95 -1.23 -2.40
O 2.15 -0.92 0.69
H 1.85 0.94 2.12
```

Highest occupied orbital energy ... -0.627 Ha
Total charge ... +2

=====

*i* takes first place; second place is 0.0703 hartree up.